A molecular structure, C13H11BrClNO2Ti in a non-equilibrium geometry, computed with ωB97M-V/def2-TZVPD.

```
30
Properties=species:S:1:pos:R:3
Cl -2.62808 -0.08266 -1.01090
C 0.52356 -2.52632 -1.67097
C 1.56852 -1.78504 -1.03776
C 1.50458 -0.43247 -1.50027
H 2.37349 -2.19501 -0.42731
C 0.39937 -0.31990 -2.40749
C -0.22053 -1.62974 -2.50149
H -1.00799 -1.86990 -3.22295
H 0.31203 -3.59734 -1.57444
H 2.25354 0.36076 -1.39960
C -0.04095 0.90043 -3.15792
Ti -0.54227 -0.91125 -0.40928
C -0.00075 -2.33865 1.19105
C -2.27402 -1.82100 0.72581
O -0.19410 -3.07368 2.06997
O -3.21607 -2.10036 1.34102
H 0.27405 1.79630 -2.61112
H -1.13638 0.91123 -3.21914
H 0.34548 0.93992 -4.18858
Br -1.43838 1.31382 4.94029
C -0.49514 1.55268 3.27522
C 0.35635 2.64650 3.07248
C 1.02346 2.74821 1.84399
C 0.80793 1.76120 0.87301
N -0.01120 0.69564 1.06890
C -0.67535 0.60322 2.25399
H 0.46667 3.39642 3.85055
H 1.70790 3.56237 1.61326
H 1.28051 1.77706 -0.10531
H -1.31621 -0.28243 2.32496
```

Results
net charge = +2
HOMO = -16.00 eV
HOMO-LUMO gap = 6.0 eV

How is the electron density shared among the atoms? According to Löwdin, the charges in e are: 0.373 -0.102 -0.088 -0.055 0.152 -0.336 -0.099 0.160 0.157 0.153 -0.007 0.725 0.011 -0.194 0.229 0.211 0.096 0.075 0.123 0.829 -0.588 -0.028 0.018 -0.076 -0.045 -0.149 0.133 0.136 0.100 0.086